Record 1
The following is a DFT calculation (wB97M-V/def2-TZVPD) of an isolated molecule of C5H6N2O.

Computed properties:
LUMO level = 0.03180 Eh
SMILES = [H]/N=C/N1C=COC1=C
Gap between HOMO and LUMO = 8.5 eV

Each line ends with the natural charge from an NBO analysis.
Atoms and positions in Å:
O 0.8630 -0.4969 1.5334  -0.4553
N -1.3590 -0.2175 -2.0918  -0.6968
N -0.0380 0.4549 -0.2694  -0.4372
C 0.0374 -0.7594 0.4466  0.4519
C 0.6784 1.4561 0.4368  -0.1105
C 1.2246 0.8429 1.4738  0.0761
C -0.6641 0.6465 -1.4684  0.2918
C -0.5746 -1.9276 0.1985  -0.5669
H -0.3695 -2.7812 0.8355  0.2218
H -1.3182 -1.9397 -0.6158  0.2628
H 0.6457 2.5313 0.1271  0.2405
H -1.6711 0.0987 -3.0082  0.3556
H 1.8639 1.2061 2.2519  0.2170
H -0.4867 1.6486 -1.8530  0.1492

=====

Record 2
The following is a DFT calculation (wB97M-V/def2-TZVPD) of an isolated molecule of C5H6N2O.

Computed properties:
LUMO level = 0.03170 Eh
SMILES = O=c1[nH]cc2n1CC2
Gap between HOMO and LUMO = 8.6 eV

Each line ends with the natural charge from an NBO analysis.
Atoms and positions in Å:
O -0.8558 0.0443 2.1960  -0.6656
N -0.8652 -1.4343 0.3132  -0.5909
N 0.0853 0.4980 0.1481  -0.4007
C -0.2995 -1.4144 -0.9562  -0.1133
C 1.1984 0.9300 -1.5268  -0.4199
C 0.9059 1.6535 -0.2047  -0.1846
C -0.5568 -0.2939 1.0525  0.7346
C 0.2297 -0.1468 -1.0680  0.1098
H -1.2429 -2.2583 0.8481  0.4294
H 2.2734 0.5768 -1.7278  0.2297
H 1.6898 1.8047 0.5289  0.2134
H 0.9228 1.4914 -2.3981  0.2226
H -0.4580 -2.3150 -1.5659  0.2290
H 0.2544 2.5290 -0.2626  0.2065

=====

| no. | E (eV) |
| --- | --- |
| 1 | -10308.1691 |
| 2 | -10308.5209 |